{"formula": "C27H79O13V", "method": "ωB97M-V/def2-TZVPD", "elements": ["V", "C", "C", "C", "O", "H", "H", "H", "H", "H", "H", "H", "C", "C", "O", "H", "H", "H", "H", "H", "H", "C", "C", "O", "H", "H", "H", "H", "H", "H", "C", "C", "O", "H", "H", "H", "H", "H", "H", "C", "C", "O", "H", "H", "H", "H", "H", "H", "C", "C", "O", "H", "H", "H", "H", "H", "H", "C", "C", "O", "H", "H", "H", "H", "H", "H", "C", "C", "O", "H", "H", "H", "H", "H", "H", "C", "C", "O", "H", "H", "H", "H", "H", "H", "C", "C", "O", "H", "H", "H", "H", "H", "H", "C", "C", "O", "H", "H", "H", "H", "H", "H", "C", "C", "O", "H", "H", "H", "H", "H", "H", "C", "C", "O", "H", "H", "H", "H", "H", "H"], "xyz": [[-0.53431, 0.42455, 3.41757], [1.16356, 0.70986, -0.85900], [-0.15251, 0.74432, -0.00372], [-1.31188, 0.14661, -0.89358], [-0.08301, 0.14085, 1.26041], [1.94678, 1.23429, -0.31159], [1.04110, 1.24047, -1.80322], [1.52347, -0.30050, -1.05327], [-0.40320, 1.79101, 0.16861], [-0.96897, -0.82148, -1.25873], [-1.44852, 0.84561, -1.71871], [-2.25553, 0.01907, -0.36315], [3.60282, 2.27935, 3.50260], [2.56300, 1.57128, 4.37318], [1.68483, 0.78083, 3.57669], [4.40417, 2.62675, 4.15471], [3.23598, 3.10352, 2.89082], [4.02228, 1.49801, 2.86881], [2.08855, 2.35903, 4.95838], [3.06856, 0.94041, 5.10429], [2.23741, 0.12703, 3.14217], [-4.93439, 0.84733, -2.14610], [-4.68801, -0.46499, -2.90263], [-5.92567, -1.13452, -2.87064], [-5.18470, 0.69856, -1.09571], [-5.73877, 1.39396, -2.63832], [-4.04857, 1.47866, -2.21576], [-3.91462, -1.01845, -2.37003], [-4.32816, -0.32088, -3.92137], [-5.74581, -2.04542, -3.11455], [0.49576, 4.59167, 3.42381], [0.01464, 3.51556, 2.44191], [-0.91975, 2.69868, 3.10272], [1.01859, 4.15574, 4.27511], [-0.27620, 5.28012, 3.76765], [1.22207, 5.22348, 2.91254], [0.95966, 3.06622, 2.13675], [-0.42103, 3.84048, 1.49706], [-1.72595, 3.18602, 3.28746], [-2.18427, 3.83771, -2.67467], [-0.66112, 3.85827, -3.01514], [-0.46186, 4.81157, -4.05440], [-2.75581, 3.30720, -3.43625], [-2.61431, 4.83431, -2.57493], [-2.36675, 3.30717, -1.74014], [-0.24587, 2.88815, -3.28819], [-0.14097, 4.18747, -2.11561], [0.43959, 4.77033, -4.38195], [2.49226, 0.99762, -4.58254], [2.53330, -0.48352, -4.07566], [3.60581, -1.07494, -4.67848], [1.74485, 1.54651, -4.00968], [2.11704, 1.03093, -5.60538], [3.44545, 1.51103, -4.45619], [1.61005, -0.99154, -4.35427], [2.66051, -0.54964, -2.99513], [4.34979, -0.87790, -4.10466], [-3.92279, 1.66181, 1.93604], [-3.60477, 1.01068, 3.29435], [-2.70940, 0.00569, 3.06335], [-3.05417, 2.21484, 1.57860], [-4.75381, 2.36714, 1.93890], [-4.20315, 0.90797, 1.20037], [-4.54532, 0.67161, 3.72853], [-3.24421, 1.77402, 3.98385], [-3.17384, -0.73124, 2.65984], [-4.50338, -2.92504, 0.15364], [-4.83867, -2.99606, 1.62452], [-4.65209, -1.67611, 2.18429], [-4.45545, -3.92381, -0.28023], [-3.61755, -2.33807, -0.08902], [-5.27321, -2.36247, -0.37455], [-4.14548, -3.65747, 2.14425], [-5.84343, -3.36806, 1.82492], [-5.45082, -1.16956, 2.01987], [-1.32173, -3.87614, 3.78020], [-0.72930, -2.66491, 4.55985], [-0.27974, -1.78021, 3.58775], [-0.58336, -4.49014, 3.26451], [-2.07108, -3.51517, 3.07574], [-1.87664, -4.58899, 4.39012], [0.09302, -2.96837, 5.20777], [-1.47404, -2.14319, 5.16089], [0.02813, -2.23017, 2.79759], [1.40291, -4.57604, 0.35135], [0.53812, -3.33176, 0.30929], [1.17910, -2.37463, 1.18427], [1.49512, -5.02466, 1.34047], [2.42794, -4.39968, 0.02528], [1.03491, -5.33950, -0.33408], [-0.50221, -3.47648, 0.60062], [0.57615, -2.86130, -0.67321], [0.82220, -1.51855, 0.93658], [5.42879, -2.10726, -0.75848], [4.98725, -0.75510, -1.26077], [5.45397, -0.48723, -2.53056], [4.88788, -2.40240, 0.14064], [6.48093, -2.06208, -0.47730], [5.21732, -2.89038, -1.48656], [5.24643, 0.04050, -0.56223], [3.90257, -0.66808, -1.32397], [5.63730, 0.45507, -2.53955], [-1.21297, -3.20049, -3.09033], [-1.56044, -4.69481, -3.01170], [-2.94869, -4.73440, -3.12359], [-0.17424, -3.06580, -2.78866], [-1.87838, -2.73693, -2.36201], [-1.47870, -2.76772, -4.05480], [-1.20693, -5.13098, -2.07741], [-1.07406, -5.22310, -3.83173], [-3.15144, -5.65328, -3.31373], [4.36692, 3.06933, -0.41576], [5.74533, 3.41536, 0.05907], [6.49503, 4.08493, -0.95938], [3.73396, 3.95357, -0.49059], [3.83408, 2.37539, 0.23434], [4.41310, 2.64296, -1.41784], [6.20114, 2.46128, 0.32379], [5.71095, 4.03215, 0.95711], [7.32358, 4.37970, -0.57440]], "forces_ev_per_a": [[-0.09, -0.05, -0.63], [-0.52, 0.33, 1.02], [-0.77, -0.78, 0.35], [1.16, 0.50, 0.59], [0.68, -0.51, -0.74], [0.11, -0.02, 0.12], [-0.15, -0.08, -0.12], [-0.19, -0.18, 0.01], [-0.03, 0.62, -0.30], [-0.15, -0.11, -0.19], [-0.21, -0.19, -0.34], [0.08, 0.12, 0.21], [0.20, -0.89, 0.30], [0.76, 0.82, 0.01], [-0.32, 0.65, 0.51], [0.05, 0.20, -0.08], [-0.18, -0.12, 0.08], [0.30, 0.21, -0.36], [-0.93, -0.51, -0.18], [0.06, -0.16, -0.01], [-0.20, -0.26, -0.35], [0.51, 0.12, -0.94], [0.00, 0.95, 1.16], [-0.18, -0.71, -0.17], [0.00, -0.21, -0.10], [-0.14, -0.03, 0.10], [0.08, 0.02, 0.17], [0.11, -0.26, 0.06], [-0.09, 0.27, -0.15], [-0.24, -0.21, -0.08], [0.04, 0.71, -0.83], [0.68, 1.49, 0.42], [0.37, -1.68, -0.05], [-0.30, -0.16, -0.02], [-0.21, -0.21, 0.13], [0.16, 0.10, -0.09], [-0.52, -1.33, 0.20], [-0.07, 0.64, 0.10], [0.08, 0.08, 0.05], [0.72, -0.58, -0.38], [-1.00, 0.74, 0.49], [-0.25, -0.03, -0.13], [0.06, 0.07, -0.17], [0.34, 0.10, -0.07], [0.18, -0.04, 0.11], [-0.32, -0.22, -0.06], [0.22, 0.02, 0.17], [0.07, -0.11, 0.09], [-1.24, -0.60, 0.94], [-0.57, 2.07, -0.16], [1.20, -1.51, -0.90], [-0.07, 0.22, 0.20], [0.49, -0.06, -0.15], [0.06, -0.19, -0.19], [-0.05, -0.07, 0.00], [-0.38, 0.26, 0.16], [0.53, -0.19, 0.02], [-0.21, 0.45, 0.07], [-2.01, 1.83, -1.14], [1.86, -0.53, 0.94], [0.12, -0.23, -0.21], [-0.12, 0.11, 0.39], [0.25, -0.14, -0.03], [-0.03, -0.42, 0.22], [0.48, -0.35, 0.14], [-0.15, -0.50, -0.28], [-0.68, 0.02, -0.55], [0.88, 0.58, -0.12], [-0.33, -0.52, 0.33], [0.15, 0.04, -0.16], [0.44, -0.38, 0.49], [-0.38, -0.15, -0.08], [0.02, 0.11, 0.11], [-0.08, 0.10, -0.10], [-0.05, 0.12, -0.03], [-0.52, 0.01, 0.89], [-0.66, -1.68, -0.46], [0.31, 1.85, -0.22], [0.27, 0.36, -0.14], [0.20, 0.18, -0.23], [0.09, 0.09, 0.45], [0.04, -0.09, 0.12], [-0.03, -0.12, -0.04], [0.55, -0.15, -0.57], [-0.08, -0.55, -0.40], [1.56, 0.77, 0.40], [-0.25, -1.28, 0.18], [-0.31, 0.13, 0.13], [-0.04, 0.48, -0.02], [-0.25, -0.13, 0.05], [-0.10, -0.26, 0.03], [-0.29, -0.38, -0.32], [-0.54, 1.45, 0.31], [-0.05, 0.00, 0.31], [-1.65, -0.21, 1.45], [1.19, 0.62, -1.42], [-0.16, 0.24, 0.09], [0.10, -0.29, -0.31], [0.30, 0.09, -0.17], [0.44, 0.02, 0.18], [-0.35, -0.44, 0.38], [0.18, 0.07, -0.45], [-0.27, -0.87, 0.71], [1.06, 1.45, -0.52], [-0.91, -0.83, -0.11], [-0.03, 0.39, -0.31], [0.22, 0.29, 0.17], [0.37, -0.16, -0.08], [0.01, 0.00, 0.24], [0.03, -0.20, -0.13], [-0.53, -0.04, 0.00], [-0.66, 0.61, -0.55], [0.30, -0.28, 0.25], [-0.48, -0.25, 0.07], [0.00, 0.12, -0.08], [0.30, -0.09, 0.12], [0.01, -0.16, -0.04], [0.53, -0.04, 0.10], [-0.07, 0.04, 0.14], [0.05, 0.01, 0.00]], "lowdin_spin": [3.439, 0.001, 0.006, 0.001, 0.046, 0.000, 0.000, 0.000, 0.001, 0.000, 0.000, 0.000, 0.002, 0.022, 0.076, 0.000, 0.000, 0.001, 0.010, 0.004, 0.004, 0.000, 0.000, 0.000, 0.000, 0.000, 0.000, 0.000, 0.000, 0.000, 0.004, 0.008, 0.083, 0.002, 0.001, 0.000, 0.001, 0.001, 0.006, 0.000, 0.000, 0.000, 0.000, 0.000, 0.000, 0.000, 0.000, 0.000, 0.000, 0.000, 0.000, 0.000, 0.000, 0.000, 0.000, 0.000, 0.000, 0.004, 0.031, 0.074, 0.001, 0.000, 0.000, 0.002, 0.022, 0.002, 0.000, 0.000, 0.002, 0.000, 0.000, 0.000, 0.000, 0.000, 0.000, 0.003, 0.029, 0.071, 0.001, 0.001, 0.000, 0.004, 0.023, 0.002, 0.000, 0.001, 0.002, 0.000, 0.000, 0.000, 0.000, 0.000, 0.001, 0.000, 0.000, 0.000, 0.000, 0.000, 0.000, 0.000, 0.000, 0.000, 0.000, 0.000, 0.000, 0.000, 0.000, 0.000, 0.000, 0.000, 0.000, 0.000, 0.000, 0.000, 0.000, 0.000, 0.000, 0.000, 0.000, 0.000], "total_charge": 0, "molar_mass_g_mol": 662.860, "orbital_gap_ev": [4.021, 8.212], "e_homo_ev": [-3.6, -7.8], "relative_energy_kcal_mol": 0.0, "spin_multiplicity": 5}